{"formula": "C9H36FeN18O13P", "method": "ωB97M-V with the def2-TZVPD basis set", "elements": ["Fe", "P", "O", "O", "O", "O", "C", "O", "N", "N", "H", "H", "H", "H", "C", "O", "N", "N", "H", "H", "H", "H", "C", "O", "N", "N", "H", "H", "H", "H", "C", "O", "N", "N", "H", "H", "H", "H", "C", "O", "N", "N", "H", "H", "H", "H", "C", "O", "N", "N", "H", "H", "H", "H", "C", "O", "N", "N", "H", "H", "H", "H", "C", "O", "N", "N", "H", "H", "H", "H", "C", "O", "N", "N", "H", "H", "H", "H"], "xyz": [[0.764, -2.126, 1.156], [-0.034, -0.223, 0.074], [-0.992, -1.359, 0.488], [-0.704, 0.876, -0.774], [0.950, -1.252, -0.606], [0.781, -0.075, 1.383], [-1.328, 3.756, 1.250], [-1.433, 4.956, 1.566], [-0.682, 2.862, 1.931], [-1.813, 3.142, 0.162], [-0.773, 2.046, 1.344], [-0.035, 2.856, 2.706], [-1.535, 2.190, -0.029], [-2.276, 3.675, -0.560], [0.313, -1.450, -4.033], [0.062, -1.484, -5.200], [-0.402, -1.791, -2.954], [1.410, -0.946, -3.480], [-1.389, -1.938, -3.110], [-0.038, -1.518, -2.052], [1.478, -0.650, -2.516], [2.225, -0.917, -4.074], [1.129, 1.142, 4.513], [1.337, 1.557, 5.686], [1.987, 1.191, 3.594], [0.033, 0.583, 4.075], [1.751, 0.748, 2.718], [2.816, 1.769, 3.593], [-0.100, 0.417, 3.087], [-0.728, 0.657, 4.734], [-3.198, 0.294, -2.693], [-4.175, 0.213, -3.462], [-2.112, 0.864, -3.051], [-3.263, -0.104, -1.526], [-2.136, 1.335, -3.944], [-1.521, 0.853, -2.232], [-4.025, -0.494, -0.990], [-2.449, 0.084, -0.958], [4.063, 1.179, -0.331], [5.294, 1.328, -0.179], [3.512, 0.826, -1.433], [3.126, 1.434, 0.595], [3.970, 0.759, -2.331], [2.547, 0.548, -1.327], [2.316, 0.839, 0.699], [3.345, 1.817, 1.503], [-3.208, -0.647, 2.953], [-3.107, -1.781, 3.353], [-3.797, 0.180, 3.752], [-2.987, -0.085, 1.778], [-4.185, -0.147, 4.626], [-3.923, 1.133, 3.441], [-2.329, -0.563, 1.180], [-3.659, 0.623, 1.518], [1.288, 3.055, -2.696], [2.202, 3.741, -3.109], [0.713, 2.133, -3.308], [0.557, 3.351, -1.661], [0.155, 1.615, -2.645], [0.975, 1.778, -4.217], [0.862, 4.203, -1.214], [0.044, 2.595, -1.230], [3.889, -2.552, 1.036], [2.842, -2.393, 1.596], [4.872, -3.272, 1.376], [4.090, -2.009, -0.098], [4.551, -3.788, 2.182], [5.583, -3.561, 0.719], [3.444, -1.397, -0.577], [5.037, -1.870, -0.420], [-3.033, -4.237, -0.051], [-3.807, -5.134, 0.234], [-2.874, -3.243, 0.657], [-2.395, -4.086, -1.229], [-3.465, -3.311, 1.473], [-2.266, -2.446, 0.527], [-2.544, -4.870, -1.849], [-1.593, -3.484, -1.109]], "forces_ev_per_angstrom": [[0.82, -2.99, 1.74], [0.53, -2.69, -0.80], [-3.06, 0.98, 0.17], [1.74, -0.75, 1.61], [1.68, 2.33, -3.09], [-0.32, 3.05, 0.58], [-0.43, 4.29, 0.37], [-0.32, -0.86, -0.72], [1.62, -3.60, 1.37], [-2.09, 0.97, -1.75], [1.22, -0.87, 1.66], [-0.40, 0.64, -0.25], [-0.35, 0.24, -0.60], [0.16, -0.12, 0.26], [-0.47, 0.54, 2.82], [-0.51, -0.67, -2.23], [-3.38, -1.49, -0.68], [4.56, 1.66, -1.23], [0.00, 0.01, 0.37], [-0.20, -0.57, 0.32], [-0.01, -0.67, -0.16], [-0.05, 0.39, 0.25], [-0.64, 1.26, 5.64], [-0.71, -0.31, -1.12], [5.44, 0.82, -5.11], [-3.55, -0.92, 0.97], [0.14, 0.00, -0.17], [-0.27, -0.31, 0.71], [-0.23, -0.24, 0.09], [-0.18, -0.42, -0.48], [-5.64, 0.75, -6.82], [-0.56, -0.18, -0.66], [2.93, 1.35, -0.93], [0.57, -2.72, 9.09], [0.65, -0.05, 0.51], [1.41, 1.07, -1.10], [-0.16, -0.02, -1.07], [-0.20, -0.33, 0.25], [4.06, 1.58, 2.58], [-1.14, 0.08, -0.06], [-2.13, -2.00, -4.07], [-0.99, 0.62, 2.54], [0.05, -0.02, 0.51], [-0.08, 0.21, -0.75], [-0.35, -0.18, -0.38], [0.80, -0.14, -0.48], [-0.99, -1.78, 0.41], [1.54, -2.35, -0.49], [-2.29, 4.09, 3.17], [0.57, 0.51, -1.80], [0.15, 0.14, -0.37], [-0.06, -0.05, 0.67], [0.08, -0.09, -0.72], [0.65, -0.12, -0.46], [2.46, 4.56, -0.36], [1.66, 0.85, -0.51], [-2.47, -6.47, -3.90], [-0.61, 2.25, 3.99], [-0.33, -0.89, -1.36], [0.18, -0.23, 0.56], [-0.31, -0.52, 0.75], [-0.05, 0.76, 0.62], [-2.10, 2.06, -2.03], [-2.53, -0.15, 3.06], [3.27, -3.74, 3.97], [1.29, 3.26, -6.00], [1.19, -0.78, 0.10], [-0.37, -0.23, 0.48], [-0.40, -0.22, 0.53], [-0.16, -0.06, -0.01], [-1.20, -3.26, -3.85], [-0.90, -1.96, -0.13], [-0.51, 5.35, 6.27], [0.16, -0.95, -1.27], [0.59, 0.64, 0.44], [0.10, -0.23, -0.11], [1.00, 0.37, -0.17], [0.39, -0.50, -1.16]], "mulliken_spin": [3.644, 0.045, 0.532, 0.106, 0.061, 0.191, 0.004, 0.000, 0.002, 0.002, 0.009, -0.001, -0.007, 0.000, 0.016, -0.003, 0.002, 0.002, 0.005, 0.026, 0.025, 0.000, 0.015, -0.001, 0.005, 0.010, 0.019, -0.002, -0.023, 0.003, -0.003, 0.000, -0.001, 0.012, 0.000, 0.008, -0.002, -0.005, -0.002, -0.002, 0.003, 0.017, -0.003, -0.006, -0.014, 0.001, 0.041, -0.010, -0.002, -0.006, 0.000, 0.001, 0.033, 0.000, 0.001, 0.000, 0.000, 0.000, 0.002, 0.000, 0.000, 0.004, 0.101, 0.161, 0.025, 0.019, -0.058, -0.013, -0.033, 0.000, 0.058, -0.012, 0.018, 0.008, 0.011, -0.032, -0.001, -0.004], "spin_multiplicity": 6, "charge": -2, "homo_energy_ev": [0.15, -3.86], "largest_force_ev_per_a": 9.5, "e_above_lowest_kcal_mol": 23.7}

{"formula": "C9H36N10O9", "method": "ωB97M-V with the def2-TZVPD basis set", "elements": ["N", "C", "N", "O", "H", "H", "H", "H", "N", "C", "N", "O", "H", "H", "H", "H", "N", "C", "N", "O", "H", "H", "H", "H", "N", "C", "N", "O", "H", "H", "H", "H", "N", "C", "N", "O", "H", "H", "H", "H", "C", "O", "H", "H", "H", "H", "C", "O", "H", "H", "H", "H", "C", "O", "H", "H", "H", "H", "C", "O", "H", "H", "H", "H"], "xyz": [[-1.937, -0.376, -1.427], [-2.838, -0.881, -0.537], [-4.176, -0.675, -0.791], [-2.469, -1.438, 0.456], [-2.264, 0.229, -2.124], [-0.997, -0.275, -1.063], [-4.755, -1.174, -0.167], [-4.493, -0.603, -1.761], [0.923, 2.246, -1.971], [1.717, 3.248, -2.370], [1.766, 3.570, -3.648], [2.295, 3.987, -1.496], [0.834, 1.535, -2.678], [0.774, 2.055, -1.004], [2.323, 4.357, -3.908], [1.379, 2.963, -4.370], [1.621, -3.809, -1.652], [1.913, -2.464, -2.032], [2.370, -1.696, -1.022], [1.779, -2.027, -3.166], [0.926, -4.119, -2.268], [1.238, -3.842, -0.711], [2.233, -0.705, -1.059], [2.529, -2.124, -0.105], [-0.583, 0.226, -4.858], [0.588, 0.789, -5.290], [1.647, -0.145, -5.602], [0.595, 2.004, -5.551], [-1.199, 0.819, -4.348], [-0.614, -0.749, -4.518], [1.656, -0.990, -5.044], [2.554, 0.243, -5.883], [0.723, 1.963, 1.682], [0.062, 0.963, 1.116], [-1.108, 0.618, 1.709], [0.518, 0.229, 0.239], [0.453, 2.247, 2.587], [1.610, 2.421, 1.367], [-1.641, -0.110, 1.339], [-1.488, 1.142, 2.478], [1.007, -3.513, 1.940], [0.223, -3.960, 0.882], [0.986, -2.436, 2.090], [0.818, -3.927, 2.919], [2.011, -3.745, 1.773], [-0.597, -3.420, 0.728], [4.449, 2.257, -0.236], [3.466, 2.920, 0.564], [4.040, 1.573, -0.943], [5.130, 2.950, -0.732], [5.076, 1.645, 0.438], [2.972, 3.531, -0.018], [-2.868, -2.571, 5.292], [-2.377, -1.229, 5.316], [-3.360, -2.757, 4.293], [-2.054, -3.298, 5.485], [-3.474, -2.762, 6.138], [-1.498, -1.145, 4.887], [-3.531, 2.058, 4.847], [-3.056, 0.973, 4.087], [-3.034, 2.034, 5.839], [-3.080, 2.927, 4.358], [-4.561, 2.110, 4.937], [-3.151, 0.135, 4.570]], "forces_ev_per_angstrom": [[-0.22, -0.89, 0.51], [-0.36, 1.06, -1.80], [0.57, 0.49, -1.46], [0.44, -1.54, 2.14], [-0.22, 0.95, -0.79], [0.25, 0.08, 0.03], [-0.72, -0.53, 0.50], [0.17, -0.02, 0.75], [-0.24, -0.72, -1.55], [1.22, 3.19, 3.46], [0.10, -0.50, -1.10], [-1.00, -0.97, -1.68], [-0.51, -0.47, 0.50], [0.37, -0.40, 0.28], [0.25, 0.10, 0.07], [-0.05, 0.34, -0.08], [1.00, 2.03, 0.23], [-0.19, -0.81, 0.53], [0.55, -0.70, 1.05], [-0.40, -0.16, -0.31], [-0.87, -0.92, -1.21], [0.10, -0.16, 0.06], [0.04, 0.24, 0.02], [-0.34, 0.55, -0.72], [0.36, -1.89, 0.75], [1.16, -0.48, -1.68], [-1.72, 2.07, 0.54], [0.62, -1.56, 0.33], [-0.23, 0.63, -0.08], [0.38, 0.87, -0.41], [0.25, 0.07, 0.11], [-0.88, -0.14, 0.37], [1.96, 2.20, -0.11], [-0.53, -2.04, 1.09], [0.83, 1.97, 0.96], [0.33, 0.26, -1.65], [-0.54, 0.40, 0.71], [-0.80, -1.31, -0.15], [-0.70, -1.42, -0.53], [-0.27, 0.04, 0.01], [-0.56, 1.40, 0.98], [-1.57, 0.14, -0.72], [-0.24, 0.35, -0.25], [-0.75, -0.59, 0.28], [1.71, -0.59, -0.71], [1.23, -0.49, 0.61], [0.54, 0.24, 1.52], [0.40, -0.34, 0.20], [-0.61, -0.40, -0.79], [-0.18, 0.18, -0.13], [-0.31, 0.30, -0.10], [0.08, -0.18, -0.47], [1.41, -0.46, -1.58], [0.59, -0.14, 0.21], [0.32, -0.13, 1.23], [-0.11, 0.33, -0.65], [-1.25, 0.40, 0.60], [-0.92, -0.35, 0.32], [3.55, 0.09, 0.41], [-0.29, -0.28, -0.65], [-0.58, 0.05, -0.14], [-0.64, 0.25, 0.05], [-2.10, 0.16, 0.06], [0.11, 0.17, 0.04]], "nbo_charge": [-0.853, 0.791, -0.839, -0.696, 0.375, 0.441, 0.400, 0.388, -0.835, 0.776, -0.821, -0.765, 0.380, 0.425, 0.407, 0.425, -0.856, 0.794, -0.827, -0.721, 0.375, 0.402, 0.425, 0.390, -0.833, 0.785, -0.856, -0.689, 0.391, 0.402, 0.427, 0.406, -0.844, 0.771, -0.848, -0.757, 0.384, 0.450, 0.417, 0.405, -0.250, -0.746, 0.176, 0.163, 0.172, 0.505, -0.241, -0.791, 0.157, 0.170, 0.171, 0.511, -0.253, -0.751, 0.180, 0.174, 0.189, 0.490, -0.240, -0.776, 0.158, 0.174, 0.165, 0.498], "smiles": "NC(N)=O.NC(N)=O.NC(N)=O.NC(N)=O.NC(N)=O.CO.CO.CO.CO", "homo_energy_ev": -9.36, "largest_force_ev_per_a": 4.9, "e_above_lowest_kcal_mol": 6.7}